A molecular structure, C38H36I2N9O3Ti at a distorted geometry. Source: the Open Molecules 2025 dataset; level of theory: ωB97M-V/def2-TZVPD.

As for the relative energy (zero: lowest compared OMol25 entry of this formula, charge and spin): 18.86 kJ/mol. As for the HOMO energy (spin up / spin down): -7.4 / -7.5 eV. As for the multiplicity: 2. The value obtained for the calculated total energy is -98866.501 eV.

```
89
C38H36I2N9O3Ti ωB97M-V/def2-TZVPD
Ti 0.03025 0.19612 -0.08829
C -1.48864 -1.60860 -2.78586
C -0.17863 -1.73708 -3.50264
C -0.21229 -2.01050 -4.86487
C 0.94848 -2.12855 -5.60265
C 2.15838 -1.95151 -4.95921
C 2.23671 -1.67955 -3.59790
C 3.61694 -1.49706 -3.03346
C 1.04716 -1.58396 -2.83861
N 1.08650 -1.24282 -1.44847
C 1.95436 -1.99429 -0.71763
O 2.38564 -3.11468 -0.96284
C 2.45906 -1.30236 0.53722
C 3.64985 -1.61247 1.17794
C 3.99568 -0.85146 2.29009
C 3.15142 0.14862 2.77025
C 1.97464 0.38514 2.08298
N 1.70065 -0.31953 0.99100
C 0.91078 1.39181 2.50454
O 1.09624 2.03468 3.53156
N -0.13666 1.44243 1.65690
C -1.10545 2.44610 1.94990
C -0.89454 3.76591 1.52732
C 0.42847 4.19820 0.96234
C -1.91975 4.69251 1.70316
C -3.11166 4.33615 2.31042
C -3.28152 3.04349 2.78188
C -2.28303 2.08964 2.61978
C -2.43596 0.71646 3.20803
H -2.29736 -1.45141 -3.50111
H -1.47128 -0.76025 -2.10730
H -1.72421 -2.50006 -2.19872
H -1.17661 -2.11679 -5.34846
H 0.91132 -2.32927 -6.66500
H 3.08249 -2.01614 -5.52225
H 4.27169 -1.06594 -3.79120
H 4.03003 -2.45496 -2.71479
H 3.62896 -0.83348 -2.17247
H 4.26648 -2.41196 0.79415
H 4.93553 -1.04292 2.79378
H 3.37756 0.74306 3.64393
H 1.14873 4.30722 1.77672
H 0.33555 5.16058 0.45962
H 0.83332 3.46917 0.26322
H -1.76490 5.71102 1.36852
H -3.90035 5.06743 2.43065
H -4.19446 2.76830 3.29689
H -3.45238 0.56238 3.57024
H -1.75003 0.59519 4.04894
H -2.18249 -0.07319 2.50148
I 0.49373 1.39522 -7.22160
C 0.58263 1.58523 -5.15179
C 1.80878 1.75534 -4.52554
C 1.85020 1.83587 -3.14619
I 3.63752 2.28827 -2.18111
C 0.69479 1.71462 -2.36997
O 0.78123 1.67320 -1.04529
C -0.54546 1.65744 -3.02181
C -1.86088 1.77255 -2.27920
N -1.84863 1.30042 -0.87770
C -3.07740 0.65454 -0.39605
C -2.86010 -0.80343 -0.07078
C -3.89803 -1.72169 -0.10940
C -3.61745 -3.05774 0.12446
C -2.30913 -3.44985 0.37098
C -1.33050 -2.47704 0.41388
N -1.60938 -1.18131 0.22831
C -0.58411 1.56736 -4.40681
H 2.72042 1.82162 -5.10198
H -2.62094 1.21441 -2.82849
H -2.16899 2.82515 -2.28767
H -1.66910 2.10206 -0.27921
H -3.88052 0.73066 -1.13421
H -3.41603 1.17135 0.50653
H -4.89893 -1.38859 -0.34713
H -4.41022 -3.79277 0.08671
H -2.04087 -4.48523 0.51933
H -0.29865 -2.73850 0.59603
H -1.54164 1.48398 -4.90721
N 2.38155 -2.21750 5.35380
C 1.24035 -2.13861 6.07118
N 1.33992 -2.22980 7.41159
N 0.03661 -1.99509 5.56047
C -0.00599 -1.87229 4.24279
N -0.07186 -1.75891 3.09142
H 3.27414 -2.13465 5.80478
H 2.34126 -2.00454 4.36807
H 2.20442 -2.44704 7.86908
H 0.48655 -2.23553 7.94003
```

Partial atomic charges computed with the Mulliken method, in multiples of e: Ti -0.743; C -0.747; C 0.543; C -0.622; C -1.163; C -0.636; C 1.711; C -1.740; C -0.837; N 1.044; C -0.647; O -0.695; C 0.687; C -0.901; C -0.697; C -0.919; C 0.632; N 1.221; C -0.386; O -0.780; N 1.517; C -1.981; C 2.156; C -1.306; C -1.077; C -0.936; C -0.987; C 1.245; C -0.966; H 0.615; H -0.275; H 0.288; H 0.401; H 0.458; H 0.428; H 0.542; H 0.335; H 0.095; H 0.623; H 0.470; H 0.594; H 0.306; H 0.412; H 0.013; H 0.427; H 0.416; H 0.437; H 0.398; H 0.292; H -0.045; I 0.074; C -0.737; C -0.005; C -0.065; I -0.022; C -0.142; O 0.182; C 0.974; C -1.607; N -0.016; C -1.480; C 1.122; C -1.182; C -0.707; C -1.082; C -0.438; N 1.722; C -0.591; H 0.429; H 0.433; H 0.555; H 0.097; H 0.614; H 0.510; H 0.544; H 0.415; H 0.495; H 0.241; H 0.449; N -0.361; C 0.528; N -0.381; N -0.776; C 0.706; N -0.494; H 0.250; H 0.095; H 0.195; H 0.239

2 unconnected molecules or ions with the total composition C3H6Cl2N2 at a distorted geometry. Source: the Open Molecules 2025 dataset; level of theory: ωB97M-V/def2-TZVPD.

As for the relative energy (zero: lowest compared OMol25 entry of this formula, charge and spin): 221.26 kJ/mol. As for the HOMO energy: -8.1 eV. The value obtained for the calculated total energy is -31229.652 eV.

```
13
C3H6Cl2N2 ωB97M-V/def2-TZVPD
C -0.97452 2.11542 -0.07812
C -0.86403 0.73162 -0.60875
C 1.69743 -2.19048 1.14385
N -0.99796 -1.42088 -1.56941
N -0.98974 -0.35967 -0.92099
Cl 0.82462 -3.53597 0.55227
Cl 2.85061 -2.52739 2.37073
H -1.70424 2.24771 0.74806
H 0.06361 2.20164 0.43103
H -1.08087 2.94587 -0.70879
H 2.18765 -1.60668 0.39613
H 0.94964 -1.35948 1.53037
H -0.57377 -2.09071 -0.97196
```

Partial atomic charges computed with the Mulliken method, in multiples of e: C -0.887; C 0.294; C -0.226; N -1.156; N 0.732; Cl -0.154; Cl -0.151; H 0.243; H 0.224; H 0.317; H 0.308; H 0.212; H 0.244

C20H22O6 in the gas phase at a distorted geometry. Source: the Open Molecules 2025 dataset; level of theory: ωB97M-V/def2-TZVPD.

As for the relative energy (zero: lowest compared OMol25 entry of this formula, charge and spin): 85.27 kJ/mol. As for the structure (SMILES): COc1cccc([C@H]2c3cc4c(cc3O[C@](C)(O)[C@@H]2C)OCO4)c1OC. As for the HOMO energy: -7.6 eV. The value obtained for the calculated total energy is -33380.143 eV.

```
48
C20H22O6 ωB97M-V/def2-TZVPD
O -0.49267 3.87272 -2.30864
O 0.72662 2.71824 -0.05605
O -3.45814 -3.41965 2.69702
O -4.17140 -1.51923 1.56566
O 2.54088 -0.99924 2.45657
O 1.22676 -2.71277 1.66661
C -1.35807 0.39304 -2.91891
C -1.24080 1.75895 -3.08439
C -1.06185 -3.12406 2.21298
C -1.87319 -0.74229 0.99691
C -0.76792 -0.21842 -1.81321
C -2.39570 -2.79432 2.15514
C -2.81902 -1.62143 1.53738
C -0.61330 2.54426 -2.09275
C -0.07659 -2.32037 1.58213
C -0.02354 1.95956 -0.93616
C -0.49440 -1.12161 1.00618
C -0.07041 0.54893 -0.79601
C 0.23201 4.26663 -3.48934
C 0.08411 3.83676 0.55172
C -4.62561 -2.73118 2.20912
C 3.49807 -2.54921 1.04939
C 2.96831 0.05961 -0.36485
C 0.53450 -0.13567 0.45356
C 2.23942 -1.76649 1.28890
C 1.82211 -0.87658 0.08257
H 2.68823 -1.61163 3.17496
H -1.77752 -0.18035 -3.73694
H -1.63073 2.25720 -3.93595
H -0.73756 -4.05901 2.68044
H -2.23596 0.18741 0.52729
H -0.78704 -1.28221 -1.68537
H 0.36660 5.35067 -3.49835
H -0.32343 3.92282 -4.35118
H 1.24874 3.85408 -3.47060
H 0.54288 4.04859 1.51992
H -0.98129 3.65539 0.68342
H 0.22385 4.72506 -0.09477
H -5.18962 -3.33779 1.50116
H -5.30915 -2.47386 3.01741
H 3.27323 -3.25950 0.24804
H 3.80926 -3.16455 1.92103
H 4.34197 -1.87947 0.80873
H 2.66060 0.73164 -1.14927
H 3.34644 0.68232 0.45433
H 3.80734 -0.52723 -0.77636
H 0.70099 0.60505 1.27315
H 1.63199 -1.55083 -0.76260
```

Partial atomic charges computed with the Mulliken method, in multiples of e: O -0.429; O -0.391; O -0.507; O -0.535; O -0.586; O -0.560; C -1.139; C -0.386; C -1.038; C -1.291; C -0.311; C 0.918; C 0.699; C 0.971; C -0.146; C 0.422; C -0.386; C -0.786; C -0.791; C -0.853; C -0.246; C -1.605; C -1.880; C 1.582; C 1.007; C 0.030; H 0.443; H 0.358; H 0.496; H 0.424; H 0.410; H 0.476; H 0.259; H 0.326; H 0.298; H 0.296; H 0.330; H 0.236; H 0.255; H 0.235; H 0.350; H 0.415; H 0.377; H 0.427; H 0.297; H 0.510; H 0.549; H 0.472